1 | {
  "formula": "C37H48N5O5SScSi",
  "method": "ωB97M-V/def2-TZVPD",
  "elements": ["Sc", "C", "C", "N", "C", "C", "N", "C", "C", "C", "N", "C", "C", "N", "C", "H", "H", "H", "H", "H", "H", "H", "H", "H", "H", "H", "H", "H", "H", "H", "H", "H", "H", "H", "H", "H", "H", "H", "H", "C", "C", "C", "C", "C", "C", "C", "S", "O", "O", "N", "C", "C", "O", "O", "H", "H", "H", "H", "H", "H", "H", "H", "H", "O", "Si", "C", "C", "C", "C", "C", "C", "C", "C", "C", "C", "C", "C", "C", "C", "C", "C", "C", "C", "H", "H", "H", "H", "H", "H", "H", "H", "H", "H", "H", "H", "H", "H", "H"],
  "coordinates": [[0.6184, 0.1670, -0.9474], [3.6377, 0.0694, -3.2652], [2.3876, 0.5603, -3.9919], [1.5568, 1.3720, -3.0945], [2.0748, 2.7289, -2.9110], [1.5681, 3.2882, -1.5955], [1.8965, 2.3511, -0.5130], [3.2624, 2.5759, -0.0096], [3.8929, 1.3492, 0.6298], [2.9671, 0.6016, 1.5856], [2.1639, -0.3966, 0.8636], [2.9509, -1.6066, 0.5495], [2.4001, -2.3487, -0.6575], [2.2241, -1.4184, -1.7881], [3.4763, -1.2663, -2.5551], [3.9396, 0.8276, -2.5375], [4.4672, -0.0282, -3.9690], [1.7775, -0.2782, -4.3336], [2.6713, 1.1349, -4.8818], [0.6278, 1.4236, -3.4971], [1.8009, 3.3905, -3.7407], [3.1655, 2.6856, -2.8985], [0.4849, 3.3850, -1.6361], [1.9900, 4.2842, -1.4138], [1.2450, 2.5180, 0.2507], [3.2536, 3.4037, 0.7100], [3.8912, 2.9004, -0.8413], [4.7970, 1.6652, 1.1547], [4.2157, 0.6608, -0.1559], [2.2781, 1.2935, 2.0763], [3.5495, 0.1169, 2.3774], [1.3838, -0.6747, 1.4547], [2.9865, -2.2872, 1.4061], [3.9792, -1.2962, 0.3536], [1.4346, -2.7771, -0.4190], [3.0756, -3.1724, -0.9157], [1.5140, -1.7984, -2.4113], [3.5502, -2.0843, -3.2800], [4.3099, -1.3958, -1.8622], [-3.1895, 7.7424, 0.3266], [-2.7635, 6.3001, 0.3046], [-2.3499, 5.7025, -0.8810], [-1.9752, 4.3670, -0.9151], [-2.0164, 3.6155, 0.2475], [-2.4345, 4.1902, 1.4408], [-2.7980, 5.5252, 1.4627], [-1.5595, 1.9033, 0.2534], [-0.3229, 1.8138, 1.0504], [-2.7007, 1.2013, 0.7797], [-1.1073, 1.4976, -1.1928], [-2.0856, 1.0343, -2.1741], [-1.4033, 0.0440, -3.1286], [-1.8491, -0.1320, -4.2452], [-0.3381, -0.5269, -2.6444], [-2.5081, 8.3636, -0.2551], [-3.2217, 8.1297, 1.3440], [-4.1859, 7.8562, -0.1050], [-2.3221, 6.2881, -1.7927], [-1.6592, 3.9064, -1.8418], [-2.4785, 3.5902, 2.3409], [-3.1196, 5.9755, 2.3942], [-2.5015, 1.8490, -2.7716], [-2.9228, 0.5100, -1.7035], [-0.3693, -1.1810, 0.1344], [-1.0677, -2.3308, 1.0304], [-2.8269, -2.7691, 0.5475], [-3.3177, -4.0587, 0.7779], [-4.6324, -4.3944, 0.4840], [-5.4853, -3.4431, -0.0559], [-5.0208, -2.1561, -0.2859], [-3.7085, -1.8236, 0.0190], [-0.0760, -3.9332, 0.8364], [-0.1709, -4.6647, -0.3536], [0.6608, -5.7450, -0.6082], [1.6125, -6.1240, 0.3308], [1.7180, -5.4226, 1.5230], [0.8801, -4.3404, 1.7684], [-0.9862, -1.8912, 2.8582], [-1.3413, -2.8382, 3.8242], [-1.2684, -2.5514, 5.1785], [-0.8335, -1.3007, 5.5997], [-0.4844, -0.3440, 4.6593], [-0.5629, -0.6384, 3.3022], [-2.6648, -4.8196, 1.1903], [-4.9889, -5.3998, 0.6719], [-6.5093, -3.7037, -0.2934], [-5.6834, -1.4062, -0.7002], [-3.3689, -0.8084, -0.1315], [-0.9045, -4.3757, -1.0996], [0.5675, -6.2935, -1.5376], [2.2618, -6.9688, 0.1368], [2.4492, -5.7210, 2.2647], [0.9732, -3.8031, 2.7073], [-1.6845, -3.8205, 3.5128], [-1.5523, -3.3005, 5.9073], [-0.7755, -1.0736, 6.6570], [-0.1612, 0.6394, 4.9796], [-0.3309, 0.1341, 2.5810]],
  "orbital_gap_ev": 8.81,
  "lumo_energy_ev": 0.23
}

---

2 | {
  "formula": "C37H48N5O5SScSi",
  "method": "ωB97M-V/def2-TZVPD",
  "elements": ["Sc", "C", "C", "N", "C", "C", "N", "C", "C", "C", "N", "C", "C", "N", "C", "H", "H", "H", "H", "H", "H", "H", "H", "H", "H", "H", "H", "H", "H", "H", "H", "H", "H", "H", "H", "H", "H", "H", "H", "C", "C", "C", "C", "C", "C", "C", "S", "O", "O", "N", "C", "C", "O", "O", "H", "H", "H", "H", "H", "H", "H", "H", "H", "O", "Si", "C", "C", "C", "C", "C", "C", "C", "C", "C", "C", "C", "C", "C", "C", "C", "C", "C", "C", "H", "H", "H", "H", "H", "H", "H", "H", "H", "H", "H", "H", "H", "H", "H"],
  "coordinates": [[-0.6699, 0.0522, 2.2530], [2.4202, -1.7128, 2.0841], [2.3348, -0.6059, 3.1325], [1.4177, 0.4931, 2.7606], [1.8873, 1.3077, 1.6173], [0.8589, 2.3898, 1.2972], [-0.4617, 1.8064, 0.9367], [-0.8143, 1.8366, -0.5037], [-1.3935, 0.5214, -1.0223], [-2.6790, 0.0588, -0.3397], [-2.4763, -0.5196, 1.0144], [-2.3364, -1.9968, 1.0239], [-0.9559, -2.4659, 0.5404], [0.1326, -1.6660, 1.1338], [1.1163, -2.4839, 1.8799], [3.1907, -2.4136, 2.4096], [2.7311, -1.3037, 1.1212], [3.3422, -0.2105, 3.3062], [1.9702, -1.0325, 4.0709], [1.3558, 1.1157, 3.5645], [1.9786, 0.6699, 0.7356], [2.8555, 1.7726, 1.8408], [1.2387, 3.0171, 0.4875], [0.7026, 3.0266, 2.1705], [-1.1149, 2.4329, 1.4124], [0.0803, 2.0277, -1.0923], [-1.5296, 2.6460, -0.6838], [-0.6108, -0.2313, -0.9522], [-1.6061, 0.6594, -2.0860], [-3.3539, 0.9127, -0.2431], [-3.1692, -0.6863, -0.9762], [-3.3211, -0.3228, 1.5449], [-3.1131, -2.4615, 0.4061], [-2.4568, -2.3277, 2.0542], [-0.8955, -2.4220, -0.5500], [-0.8575, -3.5148, 0.8279], [0.6965, -1.2521, 0.3361], [1.3476, -3.3876, 1.3057], [0.6838, -2.7793, 2.8404], [-7.3421, 0.9064, 0.9378], [-6.0705, 1.3366, 1.6150], [-5.5544, 0.6196, 2.6926], [-4.3808, 1.0164, 3.3173], [-3.7087, 2.1395, 2.8579], [-4.2104, 2.8705, 1.7921], [-5.3863, 2.4691, 1.1773], [-2.2008, 2.6699, 3.6744], [-1.5982, 3.5907, 2.7217], [-2.5560, 3.2000, 4.9602], [-1.2626, 1.3761, 3.7655], [-1.2486, 0.7013, 5.0663], [-1.2391, -0.8273, 4.8744], [-1.3072, -1.5782, 5.8202], [-1.1452, -1.1957, 3.6251], [-7.8520, 0.1351, 1.5123], [-7.1306, 0.5064, -0.0556], [-8.0197, 1.7514, 0.8153], [-6.0864, -0.2498, 3.0598], [-3.9968, 0.4673, 4.1696], [-3.6775, 3.7533, 1.4639], [-5.7885, 3.0480, 0.3546], [-2.0992, 0.9902, 5.6843], [-0.3511, 0.9623, 5.6391], [1.5694, -0.4472, -0.7929], [2.2409, -0.6228, -2.2126], [4.0375, -0.0176, -2.3013], [4.4934, 0.9046, -1.3593], [5.7622, 1.4617, -1.4390], [6.6126, 1.0928, -2.4707], [6.1790, 0.1797, -3.4224], [4.9031, -0.3587, -3.3411], [2.1570, -2.4452, -2.7143], [0.9305, -3.0242, -3.0461], [0.8157, -4.3815, -3.3104], [1.9358, -5.1973, -3.2315], [3.1608, -4.6479, -2.8814], [3.2650, -3.2876, -2.6236], [1.4254, 0.4929, -3.5228], [0.7748, 0.0444, -4.6714], [0.2274, 0.9358, -5.5861], [0.3200, 2.3012, -5.3669], [0.9669, 2.7729, -4.2320], [1.5146, 1.8741, -3.3296], [3.8310, 1.1984, -0.5523], [6.0847, 2.1851, -0.6995], [7.6069, 1.5163, -2.5352], [6.8372, -0.1063, -4.2337], [4.5723, -1.0534, -4.1066], [0.0463, -2.3950, -3.1046], [-0.1453, -4.8043, -3.5782], [1.8526, -6.2574, -3.4350], [4.0369, -5.2807, -2.8101], [4.2269, -2.8698, -2.3472], [0.7084, -1.0206, -4.8644], [-0.2657, 0.5626, -6.4758], [-0.1016, 2.9977, -6.0810], [1.0556, 3.8388, -4.0595], [2.0495, 2.2495, -2.4616]],
  "orbital_gap_ev": 8.80,
  "lumo_energy_ev": 0.19
}

---

Of them, the most stable is 1 and the least stable is 2.

---

1 | {
  "formula": "C4H6NP",
  "method": "ωB97M-V/def2-TZVPD",
  "elements": ["C", "C", "C", "C", "N", "P", "H", "H", "H", "H", "H", "H"],
  "coordinates": [[-0.7416, -0.6282, 0.1558], [-1.8410, -0.0138, -0.5156], [0.3841, 0.0333, -0.0381], [1.5754, -0.3460, 0.7290], [-1.6376, 0.9224, -1.3741], [0.0272, 1.1375, -1.5252], [-0.9610, -1.5234, 0.7939], [-2.8253, -0.2356, -0.3727], [2.2016, -1.2231, 0.1888], [1.4144, -0.7495, 1.7598], [2.3475, 0.4496, 0.9081], [0.0564, 2.1768, -0.7096]],
  "orbital_gap_ev": 10.10,
  "lumo_energy_ev": 0.61
}

---

2 | {
  "formula": "C4H6NP",
  "method": "ωB97M-V/def2-TZVPD",
  "elements": ["C", "C", "C", "C", "N", "P", "H", "H", "H", "H", "H", "H"],
  "coordinates": [[-1.0207, 0.5167, 0.9660], [-0.3673, -0.6627, 1.3556], [0.6360, -1.0119, -1.3067], [-0.4579, 1.3842, 0.0432], [-0.3439, 1.2808, -1.2392], [0.7981, -1.2884, 0.3111], [-1.7472, 1.0547, 1.5387], [-0.3806, -1.0284, 2.4063], [1.4915, -1.1912, -1.8369], [-0.4236, 0.1850, -1.5974], [-0.0366, 2.0155, -1.7812], [1.8523, -1.2544, 1.1405]],
  "orbital_gap_ev": [7.58, 7.58],
  "lumo_energy_ev": [0.04, 0.04]
}

---

Of them, the most stable is 1 and the least stable is 2.

---

1 | {
  "formula": "C4H16N2O2",
  "method": "ωB97M-V/def2-TZVPD",
  "elements": ["C", "C", "C", "C", "N", "N", "H", "H", "H", "H", "H", "H", "H", "H", "H", "H", "H", "H", "H", "H", "O", "H", "H", "O"],
  "coordinates": [[0.1692, 1.6009, 0.6700], [-1.2496, 0.9511, 0.7657], [-1.2651, -0.3415, -0.0327], [-0.8243, -0.1594, -1.5149], [-0.0405, -1.2573, -2.0040], [1.1188, 1.3425, 1.7202], [0.6633, 1.4406, -0.3093], [0.0515, 2.6849, 0.7349], [-1.2845, 0.6686, 1.8090], [-1.9434, 1.7144, 0.4283], [-2.2570, -0.7781, -0.1196], [-0.5349, -1.0206, 0.4099], [-1.6737, -0.0349, -2.1747], [-0.2235, 0.7673, -1.6200], [-0.5835, -1.9460, -2.5230], [0.3900, -1.7614, -1.2397], [1.7323, 0.5575, 1.4995], [1.7187, 2.1366, 1.9313], [2.1887, -0.2674, -2.3188], [3.3239, 0.2505, -1.3431], [2.7230, 0.4939, -2.0584], [-1.0642, -3.0276, 2.2482], [-0.4969, -1.6376, 2.2213], [-0.6384, -2.3770, 2.8201]],
  "charge": 1,
  "orbital_gap_ev": [10.94, 4.29],
  "lumo_energy_ev": [-3.35, -9.02],
  "multiplicity": 2
}

---

2 | {
  "formula": "C4H16N2O2",
  "method": "ωB97M-V/def2-TZVPD",
  "elements": ["C", "C", "C", "C", "N", "N", "H", "H", "H", "H", "H", "H", "H", "H", "H", "H", "H", "H", "H", "H", "O", "H", "H", "O"],
  "coordinates": [[0.5315, 1.3526, -1.3381], [1.6060, 1.0746, -0.2895], [1.0175, 0.6121, 1.0060], [1.8472, 0.0867, 2.0058], [1.3190, -0.3832, 3.2858], [0.2956, 0.1573, -2.2234], [-0.3621, 1.6018, -0.8050], [0.8461, 2.2055, -1.9158], [2.2993, 0.3161, -0.7186], [2.2015, 1.9584, -0.1226], [-0.0643, 0.5864, 1.0735], [2.8626, -0.2123, 1.8133], [1.3443, 0.2213, 4.1201], [0.3138, -0.5453, 3.1306], [1.7037, -1.2922, 3.5029], [0.5233, 0.4278, -3.1709], [1.0074, -0.5179, -1.9227], [-0.6432, -0.3003, -2.0541], [-4.3622, -1.6230, -0.1746], [-4.4880, -0.4214, -1.1378], [-4.0508, -0.7216, -0.3253], [-2.5510, -1.1481, -0.8963], [-1.5873, -2.1286, -1.6733], [-1.6101, -1.3069, -1.1700]],
  "charge": 1,
  "orbital_gap_ev": [4.33, 8.18],
  "lumo_energy_ev": [-2.66, -2.69],
  "multiplicity": 2
}

---

3 | {
  "formula": "C4H16N2O2",
  "method": "ωB97M-V/def2-TZVPD",
  "elements": ["N", "C", "C", "C", "C", "N", "H", "H", "H", "H", "H", "H", "H", "H", "H", "H", "H", "H", "H", "H", "O", "H", "H", "O"],
  "coordinates": [[0.7427, -1.7618, -0.0753], [0.2624, 1.5181, -1.9711], [0.8999, 0.1976, -1.5769], [-0.0026, -0.7169, -0.7258], [-0.9330, -1.6455, -1.7759], [-1.8462, -0.8743, -2.4935], [1.1599, -1.4456, 0.8000], [1.6184, -1.8756, -0.6093], [0.3096, 2.2508, -1.1390], [0.8279, 2.0158, -2.7710], [-0.7216, 1.3415, -2.4431], [1.9029, 0.2397, -1.1603], [1.1730, -0.2015, -2.5771], [-0.7859, -0.0955, -0.2907], [-0.0992, -1.9281, -2.4227], [-1.4442, -2.4483, -1.2045], [-1.8317, -0.6970, -3.4933], [-2.6868, -0.4904, -2.0690], [-3.0223, 4.2904, 3.0818], [-2.2021, 5.6255, 3.0986], [-2.1833, 4.6884, 3.2936], [2.5712, -2.2268, 6.6589], [2.9463, -3.2620, 5.7162], [3.3447, -2.4984, 6.1494]],
  "charge": 1,
  "orbital_gap_ev": [10.20, 5.46],
  "lumo_energy_ev": [-3.06, -7.79],
  "multiplicity": 2
}

---

4 | {
  "formula": "C4H16N2O2",
  "method": "ωB97M-V/def2-TZVPD",
  "elements": ["C", "C", "C", "C", "N", "N", "H", "H", "H", "H", "H", "H", "H", "H", "H", "H", "H", "H", "H", "H", "O", "H", "H", "O"],
  "coordinates": [[-0.3424, 1.1534, 1.1216], [0.3061, -0.2357, 1.0718], [-0.4676, -1.3168, 0.3021], [0.8291, -3.2712, -0.5492], [0.3428, -2.0023, -0.6752], [0.4125, 2.2626, 0.4331], [-1.3830, 1.1214, 0.8206], [-0.5100, 1.4473, 2.1601], [1.3250, -0.1598, 0.6841], [0.4873, -0.5155, 2.1120], [-0.9184, -2.0354, 0.9842], [-1.3130, -0.8680, -0.2323], [0.7433, -3.8196, 0.3645], [1.2850, -3.7925, -1.3632], [0.5687, -1.4156, -1.4557], [1.0889, 1.8207, -0.1959], [0.8833, 2.8391, 1.1217], [-0.1850, 2.7957, -0.2017], [3.3807, 1.4547, -1.2836], [2.4312, 0.9461, -2.3968], [2.4935, 1.1146, -1.4491], [-3.5600, 1.8083, -0.5775], [-3.9935, 0.3845, -0.1161], [-3.4704, 1.1537, 0.1258]],
  "charge": 1,
  "orbital_gap_ev": [5.17, 9.62],
  "lumo_energy_ev": [-3.41, -3.42],
  "multiplicity": 2
}

---

Of them, the most stable is 4 and the least stable is 1.